The molecule C4H10N2O at a distorted geometry, computed with ωB97M-V/def2-TZVPD.

Summary:
Calculated total energy in Eh: -343.1135
SMILES: CN(C)CC(N)=O
2S+1: 1

```
17
C4H10N2O | the Open Molecules 2025 dataset | ωB97M-V/def2-TZVPD
C -0.274 0.379 2.109
N 0.244 0.427 0.683
C -0.301 1.703 0.109
C -0.045 -0.748 -0.095
C 0.904 -0.811 -1.367
N 0.524 -1.803 -2.227
O 1.836 0.052 -1.464
H -0.283 -0.735 2.362
H -1.303 0.763 2.189
H 0.255 1.049 2.833
H 0.407 2.107 -0.680
H -1.254 1.805 -0.361
H -0.235 2.432 0.865
H 0.226 -1.525 0.623
H -1.098 -0.954 -0.332
H 0.723 -1.670 -3.225
H -0.325 -2.471 -2.021
```



The molecule C9H6Cl2N2O2 at a distorted geometry, computed with ωB97M-V/def2-TZVPD.

Summary:
Calculated total energy in Eh: -1526.9501
SMILES: O=C1NC(=O)[C@@](Cl)(c2ccccc2)N1Cl
2S+1: 1

```
21
C9H6Cl2N2O2 | the Open Molecules 2025 dataset | ωB97M-V/def2-TZVPD
O -0.160 0.323 -4.187
C 0.287 0.240 -3.085
N 1.435 0.873 -2.599
C 1.725 0.551 -1.300
O 2.602 0.989 -0.619
C 0.684 -0.516 -0.932
Cl 1.583 -2.075 -0.963
C 0.014 -0.264 0.556
C 0.190 -1.130 1.612
C -0.490 -0.879 2.794
C -1.332 0.214 2.904
C -1.488 1.081 1.835
C -0.813 0.842 0.650
N -0.235 -0.436 -2.001
Cl -1.482 -1.602 -2.200
H 1.977 1.514 -3.160
H 0.830 -1.992 1.525
H -0.371 -1.554 3.628
H -1.873 0.387 3.822
H -2.145 1.934 1.913
H -0.939 1.501 -0.195
```



A 11-piece molecular cluster, H22O11 overall at a distorted geometry, computed with ωB97M-V/def2-TZVPD.

Summary:
Calculated total energy in Eh: -840.7407
SMILES: O.O.O.O.O.O.O.O.O.O.O
2S+1: 1

```
33
H22O11 | the Open Molecules 2025 dataset | ωB97M-V/def2-TZVPD
O -1.367 -0.038 -0.364
H -0.801 -0.569 0.207
H -1.970 -0.678 -0.759
O 0.034 0.220 2.417
H -0.836 0.434 2.771
H 0.647 0.594 3.060
O -6.449 -2.621 -1.237
H -5.506 -2.424 -1.262
H -6.817 -2.096 -1.956
O 0.921 1.784 -3.222
H 1.067 1.558 -4.147
H -0.038 1.806 -3.134
O -0.465 -2.512 1.737
H -1.398 -2.269 1.728
H -0.472 -3.470 1.836
O 2.536 2.636 -1.167
H 2.366 3.518 -1.518
H 2.273 2.044 -1.880
O 0.457 1.219 0.130
H 0.551 0.326 0.479
H -0.103 1.666 0.775
O 3.589 -0.312 1.696
H 4.444 -0.709 1.495
H 2.962 -1.033 1.573
O -1.381 3.996 0.797
H -1.042 3.559 0.007
H -2.335 3.874 0.741
O -0.817 -1.171 -2.440
H -0.786 -1.513 -3.341
H -0.404 -0.303 -2.505
O 3.251 -2.922 1.961
H 2.864 -2.808 1.086
H 2.857 -3.740 2.286
```



The molecule C3H5NO2, computed with ωB97M-V/def2-TZVPD.

Summary:
Calculated total energy in Eh: -322.5148
SMILES: [H]/N=C/OCC=O
2S+1: 1

```
11
C3H5NO2 | the Open Molecules 2025 dataset | ωB97M-V/def2-TZVPD
H 2.372 1.129 0.417
N 1.431 0.754 0.329
C 1.324 0.027 -0.698
O 0.178 -0.588 -1.038
C -0.764 -0.772 0.011
C -1.424 0.493 0.526
O -2.046 0.494 1.559
H 2.103 -0.219 -1.424
H -0.291 -1.280 0.857
H -1.535 -1.424 -0.415
H -1.347 1.385 -0.125
```



A 2-piece molecular cluster, C5H4 overall at a distorted geometry, computed with ωB97M-V/def2-TZVPD.

Summary:
Calculated total energy in Eh: -192.5645
2S+1: 3

```
9
C5H4 | the Open Molecules 2025 dataset | ωB97M-V/def2-TZVPD
C 1.267 -2.255 -0.791
C -0.117 2.276 -0.525
C 0.609 -1.328 -0.338
C -0.478 1.377 0.223
C -0.850 0.159 0.712
H 1.871 -3.117 -0.803
H -0.073 3.146 -1.123
H -0.316 -0.138 1.588
H -1.740 -0.234 0.393
```



An isolated ion of composition C5H6N and charge +1 at a distorted geometry, computed with ωB97M-V/def2-TZVPD.

Summary:
Calculated total energy in Eh: -248.3755
Total charge: +1
SMILES: C=[N+]1C#CCC1
2S+1: 1

```
12
C5H6N | the Open Molecules 2025 dataset | ωB97M-V/def2-TZVPD
C -1.943 0.369 -0.485
N -0.710 0.026 -0.428
C 0.093 -0.064 -1.545
C 1.259 -0.477 -1.180
C 1.660 -0.181 0.237
C 0.115 -0.134 0.707
H -2.412 0.658 0.418
H -2.321 0.594 -1.479
H 2.304 -0.876 0.737
H 2.195 0.836 0.396
H -0.095 -1.224 1.082
H -0.145 0.472 1.540
```



A 15-piece molecular cluster, C49H78N15Si overall at a distorted geometry, computed with ωB97M-V/def2-TZVPD.

Summary:
Calculated total energy in Eh: -3024.3484
Total charge: +1
2S+1: 1

```
143
C49H78N15Si | the Open Molecules 2025 dataset | ωB97M-V/def2-TZVPD
C -1.850 -3.312 -1.570
C -0.915 -3.775 -0.991
C 0.294 -4.207 -0.338
C -0.004 -4.788 1.055
C 1.202 -4.639 1.953
N 1.356 -3.225 2.450
C 1.357 -3.030 3.949
C 2.438 -2.048 4.315
C 2.104 -1.242 5.580
C 2.325 0.253 5.391
C 1.255 1.016 4.566
C -0.017 0.263 4.247
C -0.944 1.071 3.343
C -0.689 0.685 1.868
Si -1.166 2.027 0.597
C -2.551 1.327 -0.451
C -1.656 3.640 1.419
C 0.411 2.303 -0.420
C 0.551 2.094 -1.788
C 1.780 2.302 -2.393
C 2.879 2.707 -1.662
C 2.746 2.938 -0.306
C 1.522 2.733 0.302
H -2.603 -2.875 -2.159
H 1.018 -3.408 -0.244
H 0.717 -5.003 -0.933
H -0.189 -5.845 1.007
H -0.887 -4.353 1.498
H 1.120 -5.346 2.762
H 2.099 -4.883 1.405
H 2.227 -2.834 2.096
H 0.597 -2.677 2.048
H 1.467 -3.965 4.473
H 0.369 -2.668 4.182
H 3.346 -2.607 4.485
H 2.596 -1.344 3.517
H 2.816 -1.547 6.335
H 1.133 -1.507 5.973
H 3.270 0.375 4.884
H 2.449 0.683 6.369
H 1.716 1.254 3.614
H 1.040 1.940 5.084
H -0.506 -0.084 5.149
H 0.278 -0.600 3.673
H -0.840 2.130 3.526
H -1.942 0.750 3.582
H 0.379 0.504 1.772
H -1.213 -0.246 1.677
H -3.165 0.634 0.110
H -3.192 2.117 -0.824
H -2.177 0.802 -1.316
H -1.585 4.429 0.684
H -0.969 3.882 2.215
H -2.659 3.550 1.804
H -0.273 1.783 -2.408
H 1.912 2.139 -3.447
H 3.843 2.852 -2.115
H 3.569 3.271 0.299
H 1.441 2.914 1.360
C 3.150 6.502 -1.174
C 3.793 7.167 -2.296
N 4.305 7.699 -3.175
H 3.811 6.528 -0.316
H 2.222 7.009 -0.921
H 2.934 5.466 -1.432
C -0.480 2.410 -5.778
C -1.402 1.971 -4.741
N -2.113 1.636 -3.903
H -0.466 1.692 -6.597
H -0.790 3.379 -6.159
H 0.520 2.499 -5.364
C 3.399 4.891 -5.571
C 2.079 4.903 -6.178
N 1.032 4.900 -6.645
H 4.158 5.077 -6.326
H 3.461 5.667 -4.809
H 3.584 3.921 -5.111
C 2.052 -2.761 -3.203
C 2.448 -2.182 -4.477
N 2.766 -1.719 -5.477
H 2.846 -2.618 -2.472
H 1.147 -2.270 -2.848
H 1.860 -3.826 -3.319
C -5.185 -5.218 -1.520
C -5.915 -5.600 -0.323
N -6.490 -5.900 0.624
H -5.244 -6.011 -2.262
H -5.606 -4.307 -1.942
H -4.142 -5.047 -1.260
C -9.936 -4.741 -0.833
C -9.460 -4.205 -2.098
N -9.079 -3.775 -3.091
H -9.163 -4.617 -0.077
H -10.835 -4.216 -0.517
H -10.161 -5.799 -0.940
C 5.516 0.509 0.681
C 4.273 -0.063 1.165
N 3.288 -0.513 1.542
H 6.075 0.931 1.514
H 6.114 -0.263 0.202
H 5.299 1.294 -0.041
C 6.893 8.417 0.318
C 5.511 8.343 0.766
N 4.416 8.287 1.104
H 6.974 8.012 -0.689
H 7.222 9.453 0.313
H 7.529 7.843 0.989
C -1.661 6.794 -4.826
C -1.639 7.237 -3.440
N -1.611 7.582 -2.347
H -2.670 6.502 -5.107
H -1.328 7.597 -5.479
H -0.993 5.943 -4.948
C -5.455 -1.164 3.445
C -4.008 -1.308 3.475
N -2.866 -1.417 3.502
H -5.809 -1.228 2.419
H -5.915 -1.955 4.032
H -5.737 -0.200 3.861
C 3.930 -0.541 9.744
C 4.400 -0.110 8.437
N 4.774 0.236 7.409
H 4.674 -0.302 10.500
H 2.999 -0.033 9.987
H 3.759 -1.615 9.739
C 0.176 -7.866 -2.756
C 1.491 -7.266 -2.579
N 2.520 -6.780 -2.431
H -0.059 -7.931 -3.816
H 0.167 -8.865 -2.327
H -0.578 -7.256 -2.260
C -3.491 -7.101 2.538
C -3.010 -6.536 1.288
N -2.637 -6.101 0.293
H -2.738 -6.979 3.315
H -4.405 -6.594 2.837
H -3.699 -8.160 2.405
C -3.944 2.347 -7.191
C -3.332 2.972 -8.353
N -2.847 3.469 -9.266
H -3.254 2.379 -6.352
H -4.856 2.875 -6.921
H -4.188 1.310 -7.412
```